{
  "formula": "C6H10OS",
  "method": "ωB97M-V with the def2-TZVPD basis set",
  "smiles": "C[C@@]12CC[C@H](O)[C@@H]1S2",
  "gap_ev": 9.6,
  "homo_energy_ev": -8.8,
  "total_charge": 0,
  "lumo_ev": 0.780,
  "de_lowest_ev": 1.945,
  "largest_force_ev_per_a": 6.2,
  "spin_multiplicity": 1,
  "elements": ["C", "C", "C", "C", "C", "O", "C", "S", "H", "H", "H", "H", "H", "H", "H", "H", "H", "H"],
  "coordinates": [[-2.31382, 0.01659, 0.64936], [-0.95125, -0.10339, 0.04297], [-0.18383, 1.04951, -0.68579], [1.35750, 0.69410, -0.75080], [1.48211, -0.34145, 0.43166], [2.63735, -1.05508, 0.33206], [0.11563, -1.06016, 0.56785], [-0.74034, -1.61871, -0.91976], [-2.88117, 0.09309, -0.31951], [-2.38157, 0.77036, 1.49635], [-2.61795, -1.00986, 1.04883], [-0.31952, 1.98364, -0.11425], [-0.69674, 1.23337, -1.59847], [1.84696, 1.70285, -0.58176], [1.60742, 0.29418, -1.68559], [1.62571, 0.16482, 1.36091], [2.65142, -1.28827, -0.77653], [-0.23790, -1.52557, 1.50248]],
  "forces_ev_per_angstrom": [[-0.372, -1.105, -0.089], [2.619, -0.446, -0.378], [-0.412, 0.018, 1.456], [-2.755, 1.819, 2.715], [-0.954, 1.122, -0.562], [1.141, -2.492, -5.597], [-0.894, 1.292, 0.233], [0.377, -0.591, -0.210], [-0.611, 0.882, 1.577], [-0.285, -0.550, -1.505], [0.471, 1.382, -0.345], [0.122, -0.295, 0.079], [-0.026, 0.147, -1.148], [0.102, -1.607, -0.129], [0.558, -0.769, -1.289], [-0.327, 0.831, 0.828], [0.372, 0.498, 4.818], [0.874, -0.135, -0.453]]
}